The following is a quantum chemistry calculation of a cluster of 8 separate species, C51H84B2N3O25 in total in a non-equilibrium geometry, from the OMol25 dataset.

The total charge is +1. The calculated total energy comes out at -4088.38344 a.u. As for the largest force on an atom: 5.06 eV/A. The calculation puts the HOMO-LUMO gap at 7.29 eV. For the lowest unoccupied orbital energy, the calculation gives -3.6 eV.

Each atom is followed by the atoms it is bonded to, with distances in Å.
Atoms and positions in Å:
1 C 2.993 0.677 2.237  C2 1.633, H33 1.156, H34 1.138, H35 1.145
2 C 1.941 0.894 1.006  C1 1.633, C3 1.601, H36 1.141, H37 1.139
3 C 2.670 0.355 -0.313  C2 1.601, C4 1.611, H38 1.149, H39 1.151
4 C 2.552 1.314 -1.602  C3 1.611, C5 1.638, C6 1.585, H40 1.159
5 C 3.730 2.449 -1.684  C4 1.638, H41 1.138, H42 1.154, H43 1.135
6 C 1.096 1.884 -1.865  C4 1.585, C7 1.552, C22 1.585
7 C 0.472 3.209 -1.351  C6 1.552, N8 1.486, N12 1.403
8 N 1.346 4.021 -0.464  C7 1.486, C9 1.345
9 C 1.381 5.266 -0.972  N8 1.345, C10 1.608, C11 1.609
10 C 0.841 6.536 -0.146  C9 1.608, H44 1.152, H45 1.147, H46 1.146
11 C 2.004 5.549 -2.428  C9 1.609, H47 1.149, H48 1.147, H49 1.142
12 N -0.782 3.801 -1.563  C7 1.403, N13 1.335
13 N -1.648 3.114 -2.312  N12 1.335, B14 1.536, C17 1.418
14 B -3.040 3.722 -2.532  N13 1.536, C15 1.639, O16 1.434
15 C -3.097 4.930 -3.638  B14 1.639, H50 1.146, H51 1.145, H52 1.144
16 O -4.219 3.260 -1.859  B14 1.434, H53 0.991
17 C -1.289 1.853 -2.852  N13 1.418, B18 1.657, C22 1.545
18 B -2.476 1.085 -3.717  C17 1.657, O19 1.458, C20 1.623
19 O -2.381 1.252 -5.162  B18 1.458, H54 0.990
20 C -3.645 0.183 -3.043  B18 1.623, C21 1.623, H55 1.148, H56 1.156
21 C -4.043 -1.071 -3.994  C20 1.623, H57 1.140, H58 1.153, H59 1.146
22 C 0.050 1.089 -2.752  C6 1.585, C17 1.545, C23 1.599
23 C 0.357 -0.337 -3.407  C22 1.599, C24 1.608, H60 1.155, H61 1.137
24 C -0.397 -1.552 -2.673  C23 1.608, C25 1.605, H62 1.141, H63 1.155
25 C -0.292 -1.531 -1.071  C24 1.605, C26 1.621, H64 1.155, H65 1.139
26 C -1.718 -1.721 -0.323  C25 1.621, C27 1.615, H66 1.145, H67 1.154
27 C -2.141 -0.432 0.552  C26 1.615, C28 1.627, H68 1.143, H69 1.153
28 C -3.753 -0.277 0.711  C27 1.627, O29 1.455, H70 1.156, H71 1.153
29 O -4.084 0.101 2.077  C28 1.455, C30 1.433
30 C -3.804 1.489 2.298  O29 1.433, C31 1.615, O32 1.262
31 C -2.666 1.978 3.334  C30 1.615, H72 1.142, H73 1.150, H74 1.153
32 O -4.455 2.411 1.732  C30 1.262
33 H 3.581 -0.284 1.979  C1 1.156
34 H 2.477 0.466 3.229  C1 1.138
35 H 3.779 1.507 2.290  C1 1.145
36 H 1.010 0.284 1.256  C2 1.141
37 H 1.697 2.007 1.014  C2 1.139
38 H 3.788 0.146 -0.153  C3 1.149
39 H 2.221 -0.656 -0.631  C3 1.151
40 H 2.784 0.627 -2.505  C4 1.159
41 H 3.593 3.144 -2.575  C5 1.138
42 H 3.665 3.011 -0.677  C5 1.154
43 H 4.730 1.912 -1.676  C5 1.135
44 H 1.180 7.465 -0.736  C10 1.152
45 H -0.305 6.581 -0.136  C10 1.147
46 H 1.306 6.609 0.900  C10 1.146
47 H 1.295 6.272 -2.972  C11 1.149
48 H 3.012 6.086 -2.317  C11 1.147
49 H 2.085 4.592 -3.045  C11 1.142
50 H -2.144 4.941 -4.275  C15 1.146
51 H -4.035 4.876 -4.292  C15 1.145
52 H -3.127 5.925 -3.075  C15 1.144
53 H -4.851 3.050 -2.594  O16 0.991
54 H -1.455 1.041 -5.444  O19 0.990
55 H -3.266 -0.159 -2.015  C20 1.148
56 H -4.623 0.775 -2.875  C20 1.156
57 H -3.149 -1.702 -4.312  C21 1.140
58 H -4.482 -0.630 -4.965  C21 1.153
59 H -4.785 -1.783 -3.489  C21 1.146
60 H -0.056 -0.303 -4.485  C23 1.155
61 H 1.463 -0.582 -3.502  C23 1.137
62 H -1.486 -1.664 -2.994  C24 1.141
63 H 0.132 -2.516 -3.028  C24 1.155
64 H 0.349 -2.437 -0.753  C25 1.155
65 H 0.172 -0.587 -0.633  C25 1.139
66 H -2.545 -1.911 -1.092  C26 1.145
67 H -1.713 -2.608 0.415  C26 1.154
68 H -1.757 0.550 0.110  C27 1.143
69 H -1.754 -0.564 1.631  C27 1.153
70 H -4.174 0.550 0.022  C28 1.156
71 H -4.280 -1.280 0.490  C28 1.153
72 H -2.255 1.105 3.946  C31 1.142
73 H -1.798 2.505 2.795  C31 1.150
74 H -3.092 2.727 4.099  C31 1.153
75 C 2.921 -6.337 -3.092  C76 1.512, H82 1.093, H83 1.093, H84 1.084
76 C 2.967 -4.829 -3.006  C75 1.512, C77 1.500, O81 1.428, H85 1.097
77 C 4.319 -4.245 -3.291  C76 1.500, O78 1.427, H86 1.091, H87 1.094
78 O 4.269 -3.013 -2.573  C77 1.427, C79 1.362
79 C 3.408 -3.205 -1.536  O78 1.362, O80 1.199, O81 1.364
80 O 3.266 -2.442 -0.621  C79 1.199
81 O 2.730 -4.380 -1.671  C76 1.428, C79 1.364
82 H 3.706 -6.792 -2.483  C75 1.093
83 H 1.969 -6.713 -2.707  C75 1.093
84 H 3.040 -6.671 -4.117  C75 1.084
85 H 2.193 -4.391 -3.648  C76 1.097
86 H 4.484 -4.069 -4.355  C77 1.091
87 H 5.145 -4.842 -2.894  C77 1.094
88 C -0.973 -1.509 5.669  C89 1.513, H95 1.093, H96 1.093, H97 1.092
89 C 0.294 -1.163 6.419  C88 1.513, C90 1.501, O94 1.426, H98 1.096
90 C 0.086 -0.204 7.555  C89 1.501, O91 1.424, H99 1.091, H100 1.095
91 O 1.365 0.412 7.664  C90 1.424, C92 1.362
92 C 1.927 0.363 6.424  O91 1.362, O93 1.199, O94 1.367
93 O 2.923 0.951 6.106  C92 1.199
94 O 1.203 -0.443 5.589  C89 1.426, C92 1.367
95 H -1.507 -0.607 5.357  C88 1.093
96 H -0.737 -2.064 4.757  C88 1.093
97 H -1.641 -2.114 6.286  C88 1.092
98 H 0.797 -2.079 6.750  C89 1.096
99 H -0.184 -0.706 8.485  C90 1.091
100 H -0.653 0.574 7.339  C90 1.095
101 C 3.365 -8.181 -9.467  C102 1.513, H108 1.093, H109 1.092, H110 1.092
102 C 3.453 -8.479 -7.986  C101 1.513, C103 1.500, O107 1.427, H111 1.096
103 C 2.251 -8.040 -7.204  C102 1.500, O104 1.425, H112 1.091, H113 1.095
104 O 2.798 -7.845 -5.902  C103 1.425, C105 1.363
105 C 4.111 -7.523 -6.078  O104 1.363, O106 1.200, O107 1.363
106 O 4.835 -7.112 -5.214  C105 1.200
107 O 4.496 -7.725 -7.370  C102 1.427, C105 1.363
108 H 3.116 -7.131 -9.644  C101 1.093
109 H 4.328 -8.360 -9.950  C101 1.092
110 H 2.608 -8.805 -9.947  C101 1.092
111 H 3.672 -9.542 -7.830  C102 1.096
112 H 1.463 -8.794 -7.185  C103 1.091
113 H 1.830 -7.090 -7.546  C103 1.095
114 C -7.277 -0.043 1.357  C115 1.512, H121 1.094, H122 1.093, H123 1.092
115 C -8.205 -1.040 2.014  C114 1.512, C116 1.500, O120 1.425, H124 1.095
116 C -8.051 -2.442 1.504  C115 1.500, O117 1.423, H125 1.091, H126 1.095
117 O -9.337 -2.997 1.763  C116 1.423, C118 1.364
118 C -10.220 -1.958 1.728  O117 1.364, O119 1.195, O120 1.366
119 O -11.409 -2.079 1.721  C118 1.195
120 O -9.566 -0.759 1.700  C115 1.425, C118 1.366
121 H -7.347 -0.096 0.266  C114 1.094
122 H -7.552 0.977 1.637  C114 1.093
123 H -6.240 -0.221 1.650  C114 1.092
124 H -8.097 -0.992 3.102  C115 1.095
125 H -7.275 -2.999 2.032  C116 1.091
126 H -7.862 -2.497 0.427  C116 1.095
127 C 9.273 -1.374 1.567  C128 1.513, H134 1.093, H135 1.093, H136 1.092
128 C 7.864 -0.852 1.744  C127 1.513, C129 1.500, O133 1.427, H137 1.096
129 C 6.799 -1.809 1.300  C128 1.500, O130 1.424, H138 1.091, H139 1.095
130 O 5.724 -0.931 0.980  C129 1.424, C131 1.360
131 C 6.287 0.252 0.614  O130 1.360, O132 1.201, O133 1.363
132 O 5.691 1.160 0.103  C131 1.201
133 O 7.620 0.270 0.897  C128 1.427, C131 1.363
134 H 9.436 -1.731 0.546  C127 1.093
135 H 10.000 -0.577 1.739  C127 1.093
136 H 9.477 -2.193 2.260  C127 1.092
137 H 7.712 -0.529 2.780  C128 1.096
138 H 6.508 -2.509 2.086  C129 1.091
139 H 7.064 -2.372 0.399  C129 1.095
140 C -9.261 -1.287 5.868  C141 1.513, H147 1.093, H148 1.093, H149 1.092
141 C -8.653 -0.913 7.201  C140 1.513, C142 1.500, O146 1.426, H150 1.096
142 C -8.280 0.536 7.317  C141 1.500, O143 1.424, H151 1.091, H152 1.095
143 O -7.240 0.500 8.289  C142 1.424, C144 1.363
144 C -6.657 -0.728 8.187  O143 1.363, O145 1.196, O146 1.365
145 O -5.633 -1.040 8.722  C144 1.196
146 O -7.394 -1.556 7.390  C141 1.426, C144 1.365
147 H -8.630 -0.954 5.040  C140 1.093
148 H -9.347 -2.372 5.778  C140 1.093
149 H -10.252 -0.844 5.750  C140 1.092
150 H -9.315 -1.227 8.017  C141 1.096
151 H -9.110 1.157 7.658  C142 1.091
152 H -7.873 0.957 6.392  C142 1.095
153 C 6.956 6.654 0.562  C154 1.513, H160 1.093, H161 1.093, H162 1.092
154 C 6.005 7.831 0.553  C153 1.513, C155 1.500, O159 1.427, H163 1.096
155 C 4.936 7.758 1.603  C154 1.500, O156 1.425, H164 1.091, H165 1.095
156 O 3.896 8.542 1.024  C155 1.425, C157 1.362
157 C 4.047 8.450 -0.326  O156 1.362, O158 1.201, O159 1.364
158 O 3.241 8.832 -1.130  C157 1.201
159 O 5.235 7.861 -0.648  C154 1.427, C157 1.364
160 H 6.413 5.706 0.534  C153 1.093
161 H 7.596 6.674 -0.324  C153 1.093
162 H 7.588 6.669 1.453  C153 1.092
163 H 6.568 8.769 0.613  C154 1.096
164 H 5.255 8.179 2.557  C155 1.091
165 H 4.553 6.746 1.767  C155 1.095